1.
DFT (wB97M-V/def2-TZVPD) results for a 13-piece molecular cluster, C14H54N24O14 overall at a distorted geometry.

Last column: Mulliken charge in e.
Atoms and positions in Å:
O1 1.8599 -2.1620 3.8684  -0.666
N1 2.8160 2.5394 -0.0915  0.166
N2 -4.4664 0.6726 2.3871  -0.273
H1 2.2449 1.8677 -0.5844  -0.183
N3 3.5512 4.6440 0.1293  -0.412
H2 2.0085 -4.3106 5.0320  0.314
N4 4.5835 -0.1280 -1.3153  -0.283
O2 2.5896 -2.3107 -4.6581  -0.804
N5 2.9622 -0.1008 -4.3074  -0.147
C1 2.7517 3.7893 -0.5166  0.614
N6 5.0136 -2.2713 -0.6950  -0.448
H3 -1.7153 0.8624 -0.9348  -0.677
C2 -1.2537 -2.2569 3.8917  -0.112
O3 0.8792 2.5282 -5.1127  -0.739
H4 3.7385 -0.0483 -4.9515  0.248
N7 -4.0314 2.1834 -3.3724  -0.302
O4 2.0860 4.1120 -1.4374  -0.641
H5 -5.4138 -1.8652 -3.5658  0.128
H6 2.6758 0.6789 -3.7328  -0.034
C3 0.1398 0.3333 -0.2750  0.817
H7 -3.7514 1.2409 -3.6034  0.147
H8 -1.4035 2.7045 0.9829  -0.031
H9 -0.5235 0.6924 -3.2965  -0.347
H10 3.0293 -5.0183 3.7917  0.188
H11 -3.9984 0.8412 1.5082  -0.052
H12 1.9471 -3.5292 -2.6627  0.215
N8 -4.1766 -1.0817 -1.6489  -0.059
C4 1.0188 -4.4523 -1.0394  0.402
O5 -1.5248 -2.5416 5.2889  -0.565
N9 1.8837 -3.9431 -0.2022  -0.151
H13 5.6189 -2.1222 -1.4897  0.146
O6 0.1910 -5.2836 -0.7801  -0.702
N10 3.1914 -0.0028 3.0016  -0.043
C5 -3.7187 2.6459 -2.1888  0.408
H14 -1.1333 -1.8044 5.7631  0.367
H15 1.9792 -4.2157 0.7657  0.087
H16 -4.1357 -1.8057 -4.6691  0.243
O7 -2.2927 -1.5172 1.7963  -0.417
N11 1.1043 -3.9146 -2.2611  -0.343
H17 0.3844 -4.1938 -2.9121  0.110
C6 -0.0649 1.8479 -4.7400  0.570
C7 4.3602 -1.1030 -0.4890  0.305
H18 4.8115 -3.0167 -0.0442  0.249
H19 -7.2203 -0.4300 3.2259  0.258
H20 -0.6731 -1.3637 3.6610  0.170
N12 0.5644 -0.5970 0.5064  0.869
H21 2.2632 0.2483 4.8307  0.165
N13 1.5638 -0.9663 -3.1476  0.370
C8 -5.6343 0.1984 2.2056  0.742
H22 2.3134 2.0342 5.0048  0.232
H23 -3.0752 -2.7945 3.2789  0.373
H24 -3.4078 4.4715 -1.3449  0.217
N14 -4.4704 -1.5549 -3.7498  -0.408
O8 -3.1580 1.9312 -1.3617  -0.300
C9 3.0918 1.2623 3.3611  0.760
H25 3.4266 5.6129 -0.1270  0.243
H26 -3.7608 -0.4873 -0.9460  -0.109
H27 -4.0263 0.6974 3.2959  0.248
N15 -0.1280 5.0222 2.1205  -0.442
C10 -0.8439 3.9037 2.1440  0.706
H28 0.3454 5.0489 3.0123  0.202
N16 3.3000 -3.2025 2.5099  -0.268
N17 -1.1640 0.3377 -0.2709  1.078
H29 4.0386 0.7111 -1.1775  0.089
H30 2.5155 -0.5802 3.4810  0.159
H31 -2.9415 -0.9748 3.6774  0.045
H32 5.2542 -0.1934 -2.0676  0.249
N18 -0.7485 1.0652 -5.5251  -0.291
N19 -3.9716 3.9670 -2.0140  -0.506
O9 3.6714 2.1639 2.8096  -0.771
O10 -2.6255 -0.6582 -3.0870  -0.552
N20 -6.2454 -0.1671 3.2468  -0.343
H33 -1.2273 0.2439 -5.1839  0.185
H34 -0.0546 5.7126 1.3870  0.172
H35 -0.8949 -3.1128 3.3201  0.198
H36 -1.6130 -0.2194 0.4420  -0.305
H37 1.0244 -1.7646 -2.8445  0.172
H38 -5.7580 0.0861 4.0944  0.167
N21 2.4629 -4.2542 4.1317  -0.347
C11 2.4837 -3.1435 3.5435  0.450
H39 -4.1476 4.4945 -2.8571  0.200
H40 -2.4099 -2.3295 1.2984  0.147
H41 -5.0772 -1.4998 -1.4641  0.145
O11 -6.2158 0.2371 1.1087  -0.748
O12 -0.7487 3.2171 3.1053  -0.671
N22 -1.5209 3.6986 1.1174  -0.178
H42 -0.7590 1.3886 -6.4819  0.219
H43 4.1671 -3.6729 2.7269  0.241
H44 -1.5513 4.3346 0.3334  0.190
H45 3.2997 -2.2938 2.0691  -0.042
C12 -2.5424 -1.8504 3.1654  -0.483
H46 4.2617 4.4013 0.8049  0.158
H47 2.5296 -3.2227 -0.4916  0.065
N23 2.4673 1.1777 4.4921  -0.294
H48 -0.1774 -0.9841 1.0720  -0.291
H49 3.4298 -0.1812 2.0365  -0.017
H50 1.6025 -0.0670 -2.6895  -0.369
N24 -0.3545 1.6593 -3.5346  0.337
H51 3.3765 2.3762 0.7326  0.205
H52 0.0700 2.2718 -2.8529  0.126
C13 -3.7136 -1.1157 -2.8217  0.527
O13 0.8273 1.0555 -0.9407  -0.915
C14 2.4005 -1.2299 -4.0980  0.566
H53 1.5469 -0.7348 0.6955  -0.310
O14 3.5294 -1.1162 0.3420  -0.172
H54 -4.7831 2.5477 -3.9401  0.197

## Properties
**E_HOMO**: -8.41 eV
**Energy above the lowest of the compared OMol25 structures with the same formula, charge and spin**: 654.11 kJ/mol
**Kohn-Sham gap**: 8.54 eV
**Max |F|**: 0.1483 hartree/bohr
**Charge**: 0

---

2.
DFT (wB97M-V/def2-TZVPD) results for a 13-piece molecular cluster, C14H54O13 overall at a distorted geometry.

Last column: Mulliken charge in e.
Atoms and positions in Å:
H1 -16.6265 7.6289 -20.5573  0.258
H2 -18.9033 10.4312 -22.0234  0.044
H3 -16.3829 7.5050 -24.0927  0.304
H4 -19.2381 11.6134 -19.1164  0.021
H5 -19.4906 4.7576 -21.1176  0.329
H6 -15.0836 8.6485 -21.5011  0.379
O1 -16.5205 7.2867 -21.4479  -0.608
H7 -19.5970 11.6323 -16.6679  0.373
C1 -22.3184 13.2201 -22.4162  1.268
H8 -16.5066 9.2140 -22.2099  -0.066
H9 -25.4858 10.4223 -23.4958  0.406
H10 -23.1278 14.7167 -23.8451  0.380
H11 -20.3744 12.8050 -18.6249  0.360
H12 -21.3750 5.9506 -26.4077  0.302
H13 -21.5012 11.6634 -20.0883  0.224
H14 -21.1818 9.0588 -23.5618  0.147
C2 -19.7052 14.3667 -26.3789  0.476
H15 -22.7848 13.7091 -20.5934  0.262
H16 -17.5074 13.7567 -23.2140  0.298
O2 -20.6395 5.1196 -24.5424  -0.534
H17 -16.9365 12.0493 -21.3998  0.393
H18 -18.7675 14.3849 -25.8236  0.117
C3 -23.1643 14.4861 -22.7804  -1.535
H19 -20.7186 7.0789 -25.2585  -0.039
O3 -20.8080 14.7512 -25.5224  -0.603
H20 -19.9095 13.3832 -26.8023  -0.003
C4 -20.5892 6.0749 -25.6626  -0.323
H21 -21.1852 13.9489 -25.1543  0.350
H22 -21.4350 13.2380 -23.0544  -0.306
H23 -20.6065 11.6124 -24.0000  -0.339
C5 -19.5342 5.7890 -21.4676  -0.626
H24 -14.7794 8.3079 -23.8977  0.373
H25 -18.9754 14.6956 -28.3116  0.377
H26 -24.4091 8.2377 -22.7320  0.242
H27 -19.2199 6.4214 -20.6374  0.172
O4 -21.8464 12.0005 -25.2866  -0.531
H28 -21.3542 9.0834 -19.5358  0.386
H29 -20.5846 6.0098 -21.6571  0.254
O5 -18.7515 6.0448 -22.5790  -0.536
C6 -20.2582 9.1274 -22.9871  -0.761
H30 -14.9708 6.6592 -23.2775  0.287
O6 -21.1753 11.0483 -19.4273  -0.512
H31 -21.2961 11.6442 -16.8534  0.275
H32 -18.0505 12.3564 -23.4041  0.278
H33 -22.7530 12.2632 -25.4454  0.258
H34 -25.6346 7.9763 -23.9825  0.446
H35 -20.3279 8.1027 -19.0099  0.257
C7 -24.6425 9.9182 -23.9679  -0.400
H36 -18.9093 11.0346 -25.2590  0.449
H37 -21.5654 11.5986 -26.1087  0.145
C8 -20.3959 11.1777 -17.2536  -1.097
O7 -21.1327 8.1523 -19.5256  -0.587
H38 -19.6120 6.0735 -26.1455  0.295
O8 -17.2936 12.8354 -23.0665  -0.751
H39 -22.9185 15.3792 -22.2060  0.340
H40 -20.4743 15.4720 -28.1114  0.339
H41 -17.9745 6.4586 -22.1960  0.383
H42 -19.1011 16.2517 -27.3932  0.315
O9 -22.0536 13.2556 -21.0194  -0.515
O10 -16.7390 11.6627 -20.5467  -0.586
H43 -17.0103 12.3272 -19.9135  0.246
C9 -15.4896 7.5972 -23.4750  -1.076
C10 -24.6526 8.4045 -23.7813  -0.432
H44 -24.4954 10.2170 -25.0058  0.245
H45 -24.0373 6.9376 -24.9383  0.276
H46 -20.4411 10.0929 -17.1571  0.247
H47 -23.8150 10.3727 -23.4232  -0.355
C11 -20.2072 11.7279 -18.6309  0.052
H48 -19.4128 8.5903 -23.4172  0.235
C12 -19.5427 15.2731 -27.5817  -1.380
H49 -19.4723 10.9497 -26.6618  0.258
O11 -23.6975 7.8039 -24.7026  -0.464
H50 -22.9160 12.3360 -22.6382  -0.255
C13 -15.8702 8.3294 -22.1849  0.084
O12 -19.7291 11.3579 -23.7050  0.582
H51 -19.9480 5.3927 -23.9351  0.423
O13 -18.6511 10.9073 -26.1719  -0.680
H52 -24.1907 14.2564 -22.4943  0.442
C14 -19.8583 10.5635 -22.5320  0.847
H53 -20.5020 8.6133 -22.0574  0.130
H54 -20.5709 11.0255 -21.8488  -0.731

## Properties
**E_HOMO**: -9.40 eV
**Energy above the lowest of the compared OMol25 structures with the same formula, charge and spin**: 128.42 kJ/mol
**Kohn-Sham gap**: 9.28 eV
**Max |F|**: 0.0464 hartree/bohr
**Charge**: 0

---

3.
DFT (wB97M-V/def2-TZVPD) results for a 18-piece molecular cluster, C14H55F4I2N2O17 overall at a distorted geometry.

Last column: Mulliken charge in e.
Atoms and positions in Å:
F1 -0.6726 2.5412 4.8572  -0.256
O1 -6.9208 -0.6794 -1.8758  -0.608
H1 -3.3381 -4.5442 -4.7921  0.256
H2 -0.9910 -1.7099 1.9068  0.346
O2 -1.3412 4.2532 7.5063  -0.548
H3 -4.7214 0.6202 -2.4590  0.314
H4 6.0553 -0.9609 -1.5678  0.411
C1 -0.9635 -2.2655 -1.2004  -0.690
H5 0.2533 6.8713 7.4177  0.327
H6 4.6288 -3.4016 -0.8057  0.156
I1 -1.5400 -2.0690 -4.3349  0.080
H7 3.6788 -5.9318 -2.3691  0.278
H8 -4.9325 0.0013 -3.8389  0.301
H9 -0.1458 3.0770 -8.1649  0.331
O3 -3.4729 4.0809 4.3238  -0.633
H10 -0.6526 6.5726 6.2253  0.298
H11 -2.9962 -3.9021 -1.6454  0.295
H12 -3.8666 -5.5824 -5.7792  0.305
C2 4.9193 -1.0926 -1.3110  -0.352
C3 -0.5112 -0.8561 1.2665  -0.850
C4 -0.2054 2.4450 3.4239  0.498
O4 2.5588 -0.0075 -6.8292  -0.634
H13 -1.6389 3.3900 -8.2308  0.320
H14 3.7837 -2.2596 0.4327  0.211
O5 7.3682 0.1782 0.2779  -0.566
H15 7.8524 -0.2610 0.9931  0.293
O6 -0.1523 7.2895 6.6434  -0.613
H16 1.7621 0.2542 -6.3435  0.327
H17 -0.2698 -7.5785 -0.8019  0.310
O7 -1.0128 2.6505 -8.2383  -0.643
H18 -8.1036 1.0156 -1.0830  0.330
F2 -1.1303 0.1225 3.7172  -0.307
H19 1.1360 2.2292 0.4691  0.334
H20 -3.4050 3.5662 5.1420  0.279
H21 -1.4647 -2.9875 -0.3925  0.585
N1 0.2817 0.3087 -0.7913  0.544
H22 5.6527 -5.4786 1.7523  0.287
C5 3.3403 1.0785 -1.9828  -0.616
H23 -0.2121 0.3950 -2.9988  -0.164
H24 0.2765 -6.4492 -1.6725  0.234
O8 3.9102 -6.0835 -1.4404  -0.613
F3 -1.3128 3.0246 2.6071  -0.317
C6 -0.3880 -0.9784 -0.3636  0.382
O9 -4.3995 -0.0896 -3.0347  -0.622
C7 0.5993 1.1899 0.4336  -0.242
H25 -7.5751 2.0538 -0.0959  0.301
O10 -0.4418 0.9389 -5.9339  -0.469
C8 2.1104 0.0921 -2.5397  0.283
O11 5.2471 -5.0604 0.9780  -0.563
O12 0.3416 -7.4060 -1.5337  -0.614
C9 0.6073 0.7128 -2.2124  -0.476
C10 -3.4830 -2.8424 -1.8869  -0.898
O13 -4.1470 -5.0130 -5.0470  -0.600
H26 -1.2384 1.2007 -5.4483  0.231
H27 -2.1379 4.5150 7.9919  0.348
H28 -2.4516 -0.6984 -2.0117  0.351
H29 2.6498 4.6021 3.5575  0.336
H30 -4.8130 3.3997 7.1871  0.329
H31 0.6715 1.9031 -2.2618  0.384
H32 -3.5337 2.9660 7.8992  0.284
H33 2.9726 3.5555 4.6216  0.337
C11 4.7428 -2.3609 -0.2356  -0.701
C12 -2.2038 -1.8369 -2.2374  -0.305
N2 0.0838 0.4765 1.6637  0.281
C13 0.0608 0.8438 3.1307  0.528
H34 0.7661 3.1003 3.3462  0.076
O14 -0.7854 1.7967 9.1579  -0.643
H35 3.3482 -0.0836 0.0126  -0.070
H36 3.1136 -5.8217 -0.9548  0.299
H37 4.9858 0.9391 -0.2630  0.306
H38 2.9217 2.1169 -1.5958  0.231
H39 2.1922 -0.8887 -1.8662  -0.138
H40 4.4033 -1.4836 -2.3121  0.204
H41 -1.5727 4.4049 6.5776  0.239
H42 7.6260 1.1089 0.3576  0.287
F4 1.2652 0.3124 3.8331  -0.264
H43 -0.6732 1.0906 -6.8626  0.283
H44 2.1871 -0.1246 -3.6873  0.159
H45 -6.1236 -0.9206 -2.3710  0.339
H46 -2.6756 3.8397 3.8286  0.363
H47 2.3274 0.1442 -7.7578  0.299
O15 -8.3839 1.5850 -0.3508  -0.632
H48 -0.7572 2.6818 8.7645  0.335
H49 -3.9784 -2.4061 -0.9126  0.230
H50 -1.7091 1.6912 9.4310  0.305
O16 2.8241 3.6554 3.6693  -0.693
H51 -6.8530 -1.1941 -1.0576  0.317
H52 5.7032 -2.4464 0.4547  0.196
C14 4.1682 0.2671 -0.7774  -0.290
H53 -4.1845 -2.8549 -2.8254  0.278
H54 4.7468 -5.7772 0.5599  0.291
H55 4.1515 1.2333 -2.8427  0.335
O17 -4.3506 3.4690 8.0359  -0.633
I2 0.5585 -3.4632 -2.2254  0.267

## Properties
**E_HOMO**: -11.55 eV
**Kohn-Sham gap**: 6.99 eV
**Max |F|**: 0.1102 hartree/bohr
**Charge**: +1